Record 1
The following is a DFT calculation (wB97M-V/def2-TZVPD) of 7 unconnected molecules or ions with the total composition C35H82N8O11.

CARTESIAN COORDINATES (ANGSTROEM)
C1 -5.1265 -1.3363 -1.2998
C2 -5.5003 -2.6406 -2.2082
O1 -4.4629 -3.6572 -2.1480
C3 -5.8154 -2.2354 -3.7429
N1 -4.5945 -2.1953 -4.6041
C4 -3.8180 -0.9372 -4.4145
C5 -3.1536 -0.4431 -5.8154
O2 -2.4052 -1.4873 -6.4790
O3 -1.0975 -1.4376 -6.1293
C6 -0.4910 -2.6897 -6.4910
O4 -1.1284 -3.4894 -7.1998
O5 0.8191 -3.0413 -5.9946
C7 0.5979 -3.1293 -4.5629
C8 -0.3861 -4.2072 -3.9980
C9 -0.6042 -4.2047 -2.4678
N2 -0.0314 -3.3287 -1.5001
C10 0.8867 -2.3685 -2.0497
C11 1.2712 -2.1644 -3.5317
H1 -3.9872 -1.2321 -1.3645
H2 -5.5691 -0.4028 -1.8151
H3 -5.5080 -1.4549 -0.2253
H4 -6.4475 -3.1212 -1.7715
H5 -4.2223 -3.7897 -1.2035
H6 -6.5128 -3.0515 -4.1499
H7 -6.4160 -1.2444 -3.8049
H8 -4.9453 -2.2049 -5.5756
H9 -4.4571 -0.0666 -3.9904
H10 -2.9809 -1.1076 -3.6481
H11 -2.5032 0.4935 -5.6293
H12 -4.0397 -0.0610 -6.4533
H13 -0.9034 -4.9447 -4.6970
H14 -1.3451 -4.9910 -2.0664
H15 1.3782 -1.6421 -1.3000
H16 1.9981 -1.3614 -3.8753
C12 1.3484 -2.0481 4.2157
C13 0.2598 -1.6133 3.2377
C14 0.7009 -1.6563 1.7601
O6 1.5566 -0.5856 1.3704
C15 2.9170 -0.7569 1.7391
N3 -0.2166 -0.2772 3.6196
H17 2.0970 -1.2724 4.3858
H18 0.9090 -2.2789 5.1913
H19 1.8598 -2.9480 3.8614
H20 -0.5723 -2.3177 3.3486
H21 -0.1944 -1.5565 1.1374
H22 1.1493 -2.6228 1.4992
H23 3.2313 -1.8027 1.6877
H24 3.0860 -0.3541 2.7394
H25 3.5288 -0.1766 1.0457
H26 -1.0131 -0.0350 3.0324
H27 0.5012 0.3923 3.3411
C16 3.9978 4.6121 2.6675
C17 3.3318 3.4397 1.9523
C18 2.1819 3.8577 1.0125
O7 0.9723 4.2087 1.6774
C19 0.9530 5.5232 2.2118
N4 2.8804 2.4654 2.9536
H28 3.4078 4.9841 3.5066
H29 4.9650 4.3044 3.0764
H30 4.1784 5.4423 1.9792
H31 4.1000 2.9628 1.3329
H32 1.9307 2.9958 0.3850
H33 2.4916 4.6574 0.3281
H34 1.4990 6.2325 1.5831
H35 1.3548 5.5212 3.2270
H36 -0.0880 5.8442 2.2732
H37 2.5334 1.6394 2.4690
H38 2.0477 2.8518 3.3995
C20 7.0741 -5.5108 2.1950
C21 6.6660 -4.4068 1.2233
C22 6.6712 -2.9967 1.8493
O8 5.5659 -2.7284 2.7056
C23 5.6916 -3.2644 4.0142
N5 5.3542 -4.7373 0.6508
H39 6.2736 -5.7820 2.8855
H40 7.3350 -6.4200 1.6450
H41 7.9487 -5.2161 2.7813
H42 7.4024 -4.4043 0.4116
H43 6.5954 -2.2667 1.0360
H44 7.6174 -2.7876 2.3635
H45 6.7249 -3.2427 4.3719
H46 5.2966 -4.2811 4.0415
H47 5.0798 -2.6586 4.6851
H48 5.1333 -4.0559 -0.0738
H49 4.6548 -4.5586 1.3719
C24 -4.4219 5.6832 -6.7252
C25 -4.0521 4.3845 -7.4365
C26 -4.4406 3.1148 -6.6509
O9 -3.5877 2.8186 -5.5486
C27 -3.8568 3.5740 -4.3778
N6 -2.6176 4.4055 -7.7508
H50 -3.7302 5.9343 -5.9194
H51 -4.3983 6.5194 -7.4303
H52 -5.4312 5.6304 -6.3080
H53 -4.6086 4.3651 -8.3803
H54 -4.3507 2.2590 -7.3287
H55 -5.4893 3.1447 -6.3300
H56 -4.9245 3.7743 -4.2525
H57 -3.2908 4.5073 -4.3947
H58 -3.5089 2.9969 -3.5194
H59 -2.3957 3.5884 -8.3173
H60 -2.1134 4.2394 -6.8794
C28 3.7320 -5.6068 7.7645
C29 2.9626 -5.0906 6.5517
C30 1.4341 -5.2650 6.6665
O10 0.9752 -6.5973 6.4598
C31 1.1138 -7.4488 7.5857
N7 3.4889 -5.7382 5.3429
H61 3.8268 -6.6938 7.7723
H62 4.7494 -5.2036 7.7656
H63 3.2522 -5.2967 8.6966
H64 3.1621 -4.0152 6.4781
H65 0.9669 -4.6687 5.8757
H66 1.0539 -4.8689 7.6162
H67 0.9541 -6.9163 8.5275
H68 2.0956 -7.9265 7.5770
H69 0.3657 -8.2385 7.5026
H70 3.0471 -5.3143 4.5282
H71 3.1395 -6.6969 5.3354
C32 -3.7714 7.8358 -1.7467
C33 -3.7896 8.2759 -0.2853
C34 -2.4525 8.0446 0.4489
O11 -2.2010 6.6883 0.8030
C35 -1.7085 5.8849 -0.2579
N8 -4.9029 7.6063 0.3996
H72 -3.8609 6.7544 -1.8625
H73 -4.6147 8.2794 -2.2849
H74 -2.8536 8.1602 -2.2445
H75 -3.9822 9.3547 -0.2769
H76 -2.4897 8.5923 1.3966
H77 -1.6070 8.4596 -0.1137
H78 -1.0498 6.4443 -0.9282
H79 -2.5408 5.4477 -0.8134
H80 -1.1403 5.0626 0.1801
H81 -4.9778 7.9813 1.3438
H82 -4.6283 6.6347 0.5468

Cartesian forces (eV/Å) of the 6 atoms listed first:
C 0.1 -0.5 -1.2
C -0.6 0.8 0.6
O -0.4 0.9 0.5
C -0.3 -0.9 0.3
N -1.0 1.2 0.1
C 1.1 0.5 -0.2

Calculated values
- E_HOMO (eV) = -9.081
- frontier orbital gap (eV) = 9.1677
- lowest unoccupied orbital energy (eV) = 0.086
- multiplicity = 1

=====

Record 2
The following is a DFT calculation (wB97M-V/def2-TZVPD) of a molecular structure, C35H86F12N8O19S4.

CARTESIAN COORDINATES (ANGSTROEM)
C1 -10.4440 1.0418 -6.9666
F1 -9.4790 0.7075 -7.8045
F2 -11.1234 -0.0794 -6.6988
F3 -9.9788 1.5334 -5.8236
S1 -11.6963 2.3147 -7.6771
O1 -13.0180 1.7573 -7.4605
O2 -11.5073 3.5313 -6.9088
N1 -11.4019 2.3861 -9.3453
S2 -10.2206 3.4439 -9.5200
O3 -9.2448 3.4603 -8.4578
O4 -9.7652 3.2843 -10.8808
C2 -11.0751 5.1588 -9.5902
F4 -12.0498 5.3351 -8.6992
F5 -10.1554 6.1069 -9.3443
F6 -11.6443 5.3041 -10.7853
C3 -10.0384 -0.9427 -16.5703
F7 -10.3528 0.3439 -16.6781
F8 -11.1030 -1.7011 -16.7683
F9 -9.1352 -1.1702 -17.5397
S3 -9.2064 -1.3280 -14.9070
O5 -10.0025 -2.3689 -14.3265
O6 -7.8111 -1.6246 -15.0557
N2 -9.4841 0.0949 -14.0888
S4 -8.3288 1.1737 -14.4240
O7 -7.5485 0.9542 -15.6232
O8 -8.8008 2.5167 -14.2591
C4 -7.1343 1.0014 -12.9928
F10 -6.6361 -0.2585 -12.9962
F11 -6.0524 1.7714 -13.1526
F12 -7.7248 1.2564 -11.8477
C5 -13.0914 -2.4552 -12.3975
C6 -13.2204 -1.2745 -13.3707
C7 -14.0236 -1.7000 -14.6266
O9 -14.3197 -0.5474 -15.3980
C8 -14.9458 -0.8085 -16.6226
N3 -13.7731 -0.0658 -12.7339
H1 -13.6738 -3.3585 -12.5996
H2 -13.1932 -2.0833 -11.3768
H3 -12.0670 -2.8441 -12.4228
H4 -12.2228 -1.0583 -13.7595
H5 -14.9496 -2.2110 -14.3230
H6 -13.3909 -2.3440 -15.2526
H7 -15.9202 -1.2895 -16.4643
H8 -14.4051 -1.5212 -17.2612
H9 -15.0225 0.1462 -17.1372
H10 -14.6996 -0.3509 -12.3825
H11 -14.1372 0.3762 -13.5810
C9 -11.0370 5.1424 -17.4801
C10 -9.5770 5.1097 -17.0200
C11 -8.9410 6.4296 -17.4333
O10 -7.6502 6.6222 -16.8687
C12 -7.0753 7.8384 -17.2508
N4 -9.5384 4.9148 -15.5867
H12 -11.0813 4.9787 -18.5597
H13 -11.5214 6.0951 -17.2546
H14 -11.5796 4.3419 -16.9766
H15 -9.1051 4.2604 -17.5200
H16 -9.5972 7.2420 -17.0946
H17 -8.7668 6.4307 -18.5206
H18 -7.5552 8.6849 -16.7486
H19 -6.9719 7.8941 -18.3410
H20 -6.0444 7.8223 -16.8827
H21 -10.0728 5.6141 -15.0798
H22 -8.6043 4.9757 -15.2011
C13 -12.9129 3.8632 -22.2890
C14 -11.8283 3.8344 -21.2079
C15 -11.1593 2.4690 -21.1300
O11 -12.0506 1.4074 -20.8944
C16 -12.3757 1.2510 -19.5312
N5 -10.7898 4.8218 -21.5757
H23 -12.5425 3.4354 -23.2250
H24 -13.2446 4.8935 -22.4196
H25 -13.7829 3.2424 -22.0562
H26 -12.2712 4.1801 -20.2727
H27 -10.3177 2.4690 -20.4237
H28 -10.5850 2.2683 -22.0416
H29 -11.5901 0.6661 -19.0317
H30 -13.2451 0.6099 -19.3903
H31 -12.4331 2.2113 -19.0147
H32 -10.5842 4.6638 -22.5575
H33 -11.2149 5.7385 -21.5012
C17 -6.3427 -1.9630 -10.0731
C18 -6.8040 -1.6707 -8.6388
C19 -7.1629 -2.9075 -7.8414
O12 -8.5582 -3.1168 -7.9577
C20 -9.1273 -3.9664 -7.0036
N6 -5.7043 -0.9581 -7.9572
H34 -7.1152 -2.6430 -10.4700
H35 -5.5130 -2.6763 -10.1174
H36 -6.2401 -1.0734 -10.6808
H37 -7.7281 -1.0936 -8.6172
H38 -6.9620 -2.7752 -6.7711
H39 -6.5447 -3.7603 -8.1663
H40 -10.1798 -4.1123 -7.2360
H41 -8.9510 -3.5897 -5.9901
H42 -8.6802 -4.9708 -7.0595
H43 -5.6262 -0.0262 -8.3498
H44 -4.8210 -1.4053 -8.1735
C21 -4.9397 -2.8219 -16.7106
C22 -4.7372 -1.3622 -16.2876
C23 -3.2751 -1.0495 -15.9869
O13 -2.6408 -1.8778 -15.0163
C24 -1.2421 -1.6726 -14.9280
N7 -5.1827 -0.4656 -17.3503
H45 -4.8455 -3.4855 -15.8461
H46 -4.2287 -3.0545 -17.5075
H47 -5.9435 -3.1293 -17.0184
H48 -5.2996 -1.2765 -15.3503
H49 -3.2186 -0.0250 -15.5914
H50 -2.6854 -1.0616 -16.9123
H51 -0.6555 -2.2744 -15.6239
H52 -0.9892 -1.9910 -13.9153
H53 -1.0595 -0.5960 -14.9804
H54 -5.7337 0.2873 -16.9253
H55 -6.0105 -0.9547 -17.7002
C25 -2.9072 4.3093 -10.3952
C26 -3.0088 2.8125 -10.2217
C27 -3.4714 2.0453 -11.4827
O14 -3.4210 0.6642 -11.2073
C28 -3.3865 -0.1495 -12.3843
N8 -1.7333 2.2125 -9.7287
H56 -2.6430 4.6724 -9.3975
H57 -3.8142 4.8752 -10.6245
H58 -2.1966 4.6305 -11.1581
H59 -3.7365 2.5394 -9.4466
H60 -2.7983 2.4071 -12.2691
H61 -4.4873 2.4127 -11.6269
H62 -2.8647 0.2728 -13.2391
H63 -4.3911 -0.4808 -12.6512
H64 -2.9470 -1.0896 -12.0395
H65 -1.8080 2.2086 -8.7199
H66 -1.7941 1.2541 -10.0593
C29 -11.3201 -6.4480 -16.8646
C30 -12.2436 -5.3253 -16.3987
C31 -13.7179 -5.6871 -16.5680
O15 -11.9769 -4.9861 -15.0524
H67 -10.2986 -6.2605 -16.5334
H68 -11.2982 -6.7673 -17.9055
H69 -11.6859 -7.3190 -16.3007
H70 -12.0303 -4.4286 -16.9844
H71 -14.3245 -4.8139 -16.3261
H72 -13.9737 -6.5840 -16.0075
H73 -13.8928 -5.7944 -17.6448
H74 -12.0218 -5.7706 -14.4955
C32 -13.4135 3.1265 -14.1794
C33 -11.9771 2.6924 -14.3404
O16 -11.7128 1.6426 -13.4371
O17 -13.7292 3.2420 -12.7975
H75 -14.1350 2.4401 -14.6483
H76 -13.5434 4.0947 -14.6881
H77 -11.3344 3.5476 -14.0944
H78 -11.6384 2.4471 -15.3566
H79 -10.9078 1.1617 -13.7097
H80 -14.4969 3.8206 -12.7783
C34 -9.9829 -1.0507 -10.6539
C35 -10.9202 -1.4756 -9.5094
O18 -12.0871 -0.6608 -9.3872
O19 -10.6507 -0.1400 -11.5137
H81 -9.8363 -1.9852 -11.2116
H82 -9.0162 -0.6205 -10.3807
H83 -10.4252 -1.6551 -8.5525
H84 -11.2666 -2.4920 -9.7575
H85 -12.5589 -1.0755 -8.6575
H86 -10.2381 -0.2266 -12.3940

Cartesian forces (eV/Å) of the 6 atoms listed first:
C -1.4 0.5 -0.7
F 0.4 0.2 0.2
F 0.0 -0.3 0.5
F 0.5 -0.2 0.0
S -1.9 0.5 -1.1
O 0.9 -0.7 -0.3

Calculated values
- charge = -2
- E_HOMO (eV) = -3.963
- frontier orbital gap (eV) = 7.3747
- lowest unoccupied orbital energy (eV) = 3.412
- multiplicity = 1

=====

Record 3
The following is a DFT calculation (wB97M-V/def2-TZVPD) of 14 unconnected molecules or ions with the total composition C36H106N6O20.

CARTESIAN COORDINATES (ANGSTROEM)
C1 -1.0212 -1.5064 -5.0383
O1 -1.9836 -0.4861 -4.8515
C2 -2.7045 -0.0628 -6.0974
C3 -4.1249 0.5264 -5.9383
N1 -4.9408 -0.4721 -5.2637
C4 -6.1827 0.0188 -4.6411
C5 -5.8125 0.5314 -3.2002
O2 -5.6260 -0.6053 -2.3772
C6 -4.2394 -0.8449 -1.9585
H1 -0.3029 -1.2177 -5.8056
H2 -1.5414 -2.4567 -5.1588
H3 -0.4709 -1.4415 -4.0996
H4 -2.7578 -0.8063 -6.8927
H5 -2.0924 0.7179 -6.5490
H6 -4.4593 0.5497 -6.9755
H7 -4.1070 1.5580 -5.5866
H8 -4.2965 -0.8194 -4.5677
H9 -6.8966 -0.7963 -4.5231
H10 -6.7642 0.8257 -5.0872
H11 -6.7108 1.0221 -2.8257
H12 -4.9584 1.2083 -3.2250
H13 -3.6524 -0.8185 -2.8766
H14 -4.1682 -1.8670 -1.5865
H15 -3.9197 -0.0618 -1.2711
C7 2.5877 -2.2495 5.5923
O3 1.5831 -2.6092 6.5026
C8 2.0816 -2.5270 7.9071
C9 1.1011 -3.2297 8.8686
N2 -0.2266 -2.8502 8.5723
C10 -1.0226 -3.2199 9.6586
C11 -2.4026 -2.8660 9.2321
O4 -2.6754 -3.6519 8.0370
C12 -3.7966 -3.2667 7.2441
H16 3.4226 -2.9371 5.7278
H17 3.0395 -1.2622 5.6887
H18 2.1225 -2.2070 4.6075
H19 2.3960 -1.5588 8.2970
H20 3.0335 -3.0539 7.9722
H21 1.3365 -3.0475 9.9172
H22 1.2185 -4.3125 8.9116
H23 -0.5903 -3.1442 7.6771
H24 -0.7491 -2.6479 10.5452
H25 -0.9293 -4.2916 9.8344
H26 -2.5756 -1.7901 9.2041
H27 -3.0108 -3.3149 10.0174
H28 -3.9175 -2.1921 7.1073
H29 -4.6137 -3.6250 7.8703
H30 -3.7906 -3.8049 6.2962
C13 -0.3591 5.3018 5.2835
O5 -1.0621 4.7745 4.1239
C14 -2.3560 4.3731 4.2518
C15 -3.1096 4.2000 2.8821
N3 -2.4140 3.2021 2.0106
C16 -1.1818 3.6213 1.2392
C17 -1.3245 4.8399 0.2923
O6 -0.1488 5.1784 -0.5073
C18 -0.1971 6.5476 -1.0500
H31 0.5474 5.8442 5.0153
H32 0.0371 4.4801 5.8801
H33 -1.1057 5.9165 5.7864
H34 -2.8822 5.1764 4.7675
H35 -2.4261 3.4162 4.7690
H36 -3.2993 5.0688 2.2518
H37 -4.1310 3.8624 3.0580
H38 -2.2159 2.4906 2.6996
H39 -0.9714 2.7650 0.5984
H40 -0.3315 3.7905 1.8997
H41 -1.6256 5.5921 1.0213
H42 -2.2178 4.5815 -0.2763
H43 0.6438 6.6616 -1.7341
H44 -0.1937 7.3321 -0.2933
H45 -1.0501 6.6907 -1.7133
C19 -3.3518 9.2594 -8.2298
O7 -3.0344 7.8883 -7.8474
C20 -1.8070 7.7876 -7.0876
C21 -1.7638 6.2216 -6.7053
N4 -0.8028 5.7571 -5.7016
C22 -0.9581 4.3608 -5.3701
C23 -0.3648 3.4665 -6.4944
O8 1.0160 3.6171 -6.8478
C24 1.9660 3.0873 -6.0172
H46 -4.1183 9.3120 -9.0030
H47 -2.4047 9.7395 -8.4759
H48 -3.7943 9.8340 -7.4160
H49 -2.0213 8.3924 -6.2065
H50 -0.9237 8.2533 -7.5248
H51 -1.5524 5.6371 -7.6008
H52 -2.6900 5.7984 -6.3166
H53 0.1238 5.9480 -6.0551
H54 -1.9940 4.0508 -5.2330
H55 -0.4743 4.1618 -4.4138
H56 -0.9174 3.6355 -7.4187
H57 -0.6107 2.4444 -6.2062
H58 3.0083 3.3701 -6.1642
H59 2.0902 2.0274 -6.2390
H60 1.7131 3.3286 -4.9848
C25 2.4648 3.4644 -2.4191
O9 1.7779 2.1253 -2.2570
C26 0.4614 2.3344 -1.6767
C27 -0.3040 0.9864 -1.4676
N5 0.1069 0.3576 -0.2386
C28 -0.0166 -1.1741 -0.4070
C29 0.8113 -1.9231 0.5980
O10 2.1923 -1.8302 0.4960
C30 2.7764 -0.8646 1.2997
H61 1.7431 4.2690 -2.5604
H62 3.1421 3.4730 -3.2730
H63 3.1540 3.6709 -1.6003
H64 -0.1358 3.0171 -2.2812
H65 0.5544 2.9229 -0.7639
H66 0.0414 0.4477 -2.3499
H67 -1.3668 1.1731 -1.6216
H68 1.1141 0.4058 -0.2971
H69 0.3652 -1.5351 -1.3619
H70 -1.0408 -1.5063 -0.5765
H71 0.5285 -2.9492 0.3633
H72 0.3371 -1.6826 1.5495
H73 3.3458 -1.4594 2.0139
H74 2.1644 -0.1986 1.9080
H75 3.4519 -0.2446 0.7103
C31 0.4384 -7.6155 2.7098
O11 1.7183 -7.0035 3.0846
C32 1.8970 -5.6535 2.8598
C33 3.3078 -5.1154 3.2692
N6 4.2281 -5.3731 2.1842
C34 5.5995 -5.3166 2.6380
C35 6.6216 -5.7411 1.5954
O12 7.1465 -4.5364 1.0157
C36 7.7314 -4.7410 -0.2668
H76 0.6478 -8.1789 1.8005
H77 -0.2697 -6.7965 2.5836
H78 -0.0070 -8.1230 3.5655
H79 1.2903 -5.1534 3.6148
H80 1.5091 -5.1879 1.9538
H81 3.5595 -5.5663 4.2291
H82 3.3754 -4.0406 3.4370
H83 4.1808 -6.3693 2.0249
H84 5.7215 -6.0469 3.4378
H85 5.9365 -4.3443 2.9974
H86 6.1178 -6.2902 0.7998
H87 7.3946 -6.3438 2.0720
H88 6.9116 -4.8143 -0.9813
H89 8.3827 -5.6139 -0.2222
H90 8.4481 -3.9556 -0.5065
O13 -2.6921 -3.7199 0.7898
H91 -3.3797 -4.3789 0.8854
H92 -2.0660 -4.1128 0.1817
O14 -2.0128 0.4764 1.6887
H93 -1.3083 0.4025 1.0449
H94 -2.4842 1.2709 1.4385
O15 1.2088 -4.9290 -1.5022
H95 2.1652 -4.9426 -1.4661
H96 0.9977 -5.2292 -2.3862
O16 6.3471 0.0902 -1.0446
H97 6.2793 -0.2429 -0.1498
H98 5.7051 -0.4189 -1.5395
O17 -1.4584 -5.4111 -0.8179
H99 -1.5855 -6.1514 -1.4113
H100 -0.5533 -5.1373 -0.9662
O18 -2.5224 -1.9835 2.8717
H101 -2.5570 -2.5939 2.1352
H102 -2.1390 -1.1867 2.5053
O19 5.8575 3.4863 -4.2765
H103 6.1516 2.9856 -3.5155
H104 6.2338 3.0260 -5.0266
O20 3.8502 -4.4392 -0.5807
H105 4.2043 -4.7010 0.2692
H106 3.3549 -3.6406 -0.3986

Cartesian forces (eV/Å) of the 6 atoms listed first:
C -0.1 0.8 0.7
O -2.4 1.2 -1.8
C 1.1 0.6 0.6
C 0.7 -1.4 -0.7
N -0.3 0.9 -0.6
C 1.2 0.2 2.1

Calculated values
- charge = -1
- E_HOMO (spin up / spin down) (eV) = 0.352 / -6.674
- frontier orbital gap (spin up / spin down) (eV) = 1.6168 / 8.6340
- lowest unoccupied orbital energy (spin up / spin down) (eV) = 1.969 / 1.960
- multiplicity = 2

=====

Question: Which value of multiplicity does entry 2 give?
Answer: 1

=====

Question: The highest multiplicity belongs to which entry?
Answer: C36H106N6O20